(1)
Formula: C2H7O2
Source: OMol25
Level of theory: ωB97M-V/def2-TZVPD

Each line ends with the Löwdin charge.
Element x y z (Å)
C1 1.108 1.116 -0.123  0.077
C2 0.805 -1.240 0.053  0.224
O1 -2.050 -0.173 0.187  -0.090
O2 1.542 -0.262 -0.053  0.040
H1 0.170 1.187 0.535  0.144
H2 1.893 1.698 0.013  0.062
H3 0.821 1.308 -1.149  0.126
H4 -2.718 -0.741 -0.276  0.085
H5 1.382 -2.092 -0.247  0.150
H6 -0.212 -1.089 0.330  0.094
H7 -2.741 0.288 0.731  0.089

Summary:
- HOMO-LUMO gap (eV) = 10.17
- energy (eV) = -6272.941
- relative energy (zero: lowest compared OMol25 entry of this formula, charge and spin) (eV) = 2.026
- HOMO level (eV) = -16.265
- charge = +1

***

(2)
Formula: C18H22N4P2PtS
Source: OMol25
Level of theory: ωB97M-V/def2-TZVPD

Each line ends with the Löwdin charge.
Element x y z (Å)
Pt1 1.137 -0.144 0.051  0.818
C1 0.035 2.473 1.998  -0.206
P1 0.353 0.712 1.924  0.669
C2 -1.171 -0.128 2.371  -0.203
C3 1.511 0.346 3.275  -0.370
C4 2.074 -1.054 3.069  -0.376
P2 2.665 -1.141 1.360  0.651
C5 3.041 -2.874 1.052  -0.214
C6 4.257 -0.294 1.389  -0.216
H1 -0.303 2.717 3.008  0.077
H2 -0.740 2.755 1.284  0.062
H3 0.944 3.028 1.771  0.064
H4 -1.473 0.232 3.357  0.077
H5 -1.017 -1.205 2.406  0.053
H6 -1.961 0.090 1.651  0.062
H7 1.003 0.439 4.238  0.112
H8 2.293 1.107 3.243  0.095
H9 1.313 -1.827 3.201  0.095
H10 2.876 -1.271 3.777  0.112
H11 3.630 -3.258 1.886  0.074
H12 3.621 -2.981 0.134  0.065
H13 2.126 -3.457 0.955  0.048
H14 4.892 -0.781 2.131  0.074
H15 4.129 0.756 1.645  0.052
H16 4.743 -0.354 0.415  0.064
S1 -4.985 1.057 -4.435  1.107
N1 -4.629 -0.242 -3.556  -0.190
C7 -3.440 -0.014 -3.019  -0.302
C8 -2.715 -0.929 -2.153  -0.066
C9 -3.190 -2.194 -1.795  0.048
C10 -2.413 -2.994 -0.990  -0.004
C11 -1.179 -2.514 -0.557  -0.113
N2 -0.722 -1.309 -0.878  -0.007
C12 -1.476 -0.521 -1.667  -0.157
C13 -0.924 0.803 -2.006  -0.136
N3 0.275 1.144 -1.471  -0.064
C14 0.831 2.309 -1.809  -0.105
C15 0.221 3.203 -2.679  -0.002
C16 -1.013 2.886 -3.199  0.057
C17 -1.600 1.663 -2.865  -0.064
C18 -2.895 1.237 -3.372  -0.304
N4 -3.672 1.947 -4.174  -0.192
H17 -4.157 -2.519 -2.160  0.137
H18 -2.736 -3.986 -0.705  0.125
H19 -0.533 -3.128 0.057  0.110
H20 1.794 2.530 -1.369  0.117
H21 0.716 4.131 -2.924  0.128
H22 -1.538 3.559 -3.866  0.139

Summary:
- HOMO-LUMO gap (eV) = 7.00
- energy (eV) = -57632.051
- relative energy (zero: lowest compared OMol25 entry of this formula, charge and spin) (eV) = 0.157
- HOMO level (eV) = -14.574
- charge = +2

***

(3)
Formula: C16H26CaN7O6
Source: OMol25
Level of theory: ωB97M-V/def2-TZVPD

Each line ends with the Löwdin charge.
Element x y z (Å)
Ca1 -0.188 -0.003 0.083  1.406
O1 -1.003 -3.280 -1.081  -0.082
C1 -0.471 -3.349 -2.396  -0.222
C2 1.030 -3.133 -2.386  -0.179
N1 1.384 -1.746 -2.117  -0.166
C3 2.669 -1.597 -1.451  -0.113
C4 2.597 -1.333 0.072  -0.689
O2 3.647 -0.990 0.619  -0.012
O3 1.452 -1.442 0.619  -0.194
C5 1.144 -0.873 -3.258  -0.108
C6 -0.093 0.052 -3.180  -0.698
O4 -0.301 0.765 -4.163  -0.014
O5 -0.752 0.041 -2.093  -0.199
H1 -0.498 -2.601 -0.614  0.048
H2 -0.960 -2.614 -3.043  0.116
H3 -0.702 -4.347 -2.774  0.117
H4 1.456 -3.471 -3.346  0.121
H5 1.448 -3.759 -1.595  0.130
H6 3.209 -0.745 -1.872  0.109
H7 3.320 -2.466 -1.605  0.123
H8 1.068 -1.442 -4.192  0.121
H9 1.992 -0.194 -3.389  0.117
C7 0.963 2.752 -1.206  -0.196
C8 -0.299 3.353 -0.590  -0.191
N2 -1.197 2.340 -0.028  -0.125
C9 -1.685 2.608 1.328  -0.206
C10 -0.549 2.568 2.350  -0.214
N3 0.265 1.352 2.200  -0.117
C11 1.717 1.552 2.168  -0.203
C12 2.163 2.331 0.932  -0.189
N4 1.615 1.778 -0.318  -0.104
H10 0.679 2.230 -2.121  0.098
H11 1.640 3.572 -1.487  0.119
H12 -0.039 4.059 0.201  0.099
H13 -0.797 3.939 -1.368  0.123
H14 -1.967 2.159 -0.659  0.119
H15 -2.212 3.569 1.411  0.116
H16 -2.391 1.814 1.580  0.105
H17 0.093 3.445 2.242  0.099
H18 -0.988 2.612 3.348  0.096
H19 0.022 0.713 2.950  0.091
H20 2.094 2.078 3.057  0.119
H21 2.183 0.565 2.131  0.100
H22 1.860 3.378 1.010  0.099
H23 3.255 2.327 0.909  0.122
H24 2.353 1.306 -0.825  0.106
N5 -3.144 -2.884 0.977  0.184
C13 -2.702 -1.790 1.640  -0.512
O6 -1.981 -0.952 1.038  -0.178
C14 -3.074 -1.596 3.001  -0.214
C15 -2.538 -0.479 3.676  -0.221
N6 -2.081 0.448 4.196  0.133
C16 -3.880 -2.540 3.673  -0.265
N7 -4.543 -3.356 4.155  0.101
H25 -2.693 -3.101 0.098  0.080
H26 -3.589 -3.622 1.495  0.092

Summary:
- HOMO-LUMO gap (eV) = 7.93
- energy (eV) = -58176.401
- relative energy (zero: lowest compared OMol25 entry of this formula, charge and spin) (eV) = 0.385
- HOMO level (eV) = -5.330
- charge = -1

***

(4)
Formula: C25H46FNO10S4
Source: OMol25
Level of theory: ωB97M-V/def2-TZVPD

Each line ends with the Löwdin charge.
Element x y z (Å)
C1 2.756 0.021 -0.456  0.036
C2 1.286 -0.017 0.137  -0.278
O1 1.114 -0.394 1.296  0.121
N1 0.224 0.639 -0.746  0.081
H1 0.222 1.707 -0.675  0.084
H2 0.548 0.608 -1.689  0.013
C3 -1.200 0.136 -0.584  0.050
H3 3.040 0.838 -1.031  0.035
H4 2.983 -0.686 -1.194  0.038
H5 3.379 -0.034 0.398  0.085
H6 -1.181 -0.776 -0.170  0.028
H7 -1.869 0.333 -1.287  0.063
H8 -1.519 0.556 0.351  0.088
O2 1.252 0.403 -3.194  -0.451
H9 1.667 0.291 -4.115  -0.070
F1 -1.662 -3.630 -1.238  0.045
C4 -0.483 -4.256 -1.327  -0.273
C5 0.731 -3.432 -1.326  -0.019
C6 1.895 -4.081 -1.360  -0.091
C7 1.983 -5.534 -1.464  -0.085
C8 0.856 -6.354 -1.494  -0.079
C9 -0.390 -5.655 -1.312  -0.033
H10 0.696 -2.249 -1.437  0.143
H11 2.763 -3.597 -1.109  0.072
H12 2.889 -5.985 -1.430  0.054
H13 1.258 -7.484 -1.416  0.154
H14 -1.366 -6.259 -1.210  0.133
C10 -3.833 -2.311 3.420  -0.180
C11 -2.992 -2.573 2.138  -0.279
C12 -1.595 -2.482 2.438  -0.305
S1 -1.384 -2.881 4.131  0.601
O3 -0.662 -1.839 4.797  -0.297
O4 -0.877 -4.212 4.227  -0.315
C13 -3.053 -2.928 4.618  -0.209
H15 -4.670 -2.725 3.170  0.041
H16 -3.783 -1.122 3.462  0.124
H17 -3.362 -1.885 1.089  0.194
H18 -3.344 -3.592 1.767  0.126
H19 -1.218 -1.446 2.381  0.088
H20 -0.834 -3.156 1.739  0.180
H21 -3.013 -2.208 5.410  0.075
H22 -3.267 -4.062 4.838  0.157
C14 0.568 4.884 -3.395  -0.222
C15 1.902 4.925 -2.899  -0.287
C16 1.964 4.541 -1.578  -0.271
S2 0.298 4.320 -1.056  0.711
O5 -0.181 5.648 -0.722  -0.279
O6 0.159 3.164 -0.222  -0.313
C17 -0.338 3.912 -2.638  -0.184
H23 0.426 4.658 -4.431  0.122
H24 0.124 5.881 -3.275  0.132
H25 2.388 5.960 -3.009  0.175
H26 2.643 4.272 -3.185  0.098
H27 2.232 5.253 -0.778  0.130
H28 2.553 3.562 -1.426  0.149
H29 -1.354 3.880 -2.630  0.078
H30 -0.131 2.801 -2.786  0.119
C18 -5.026 0.663 5.438  -0.154
C19 -5.714 1.922 4.794  -0.297
C20 -5.042 2.368 3.696  -0.280
S3 -3.308 1.978 3.847  0.708
O7 -2.622 3.219 4.060  -0.295
O8 -2.909 1.060 2.775  -0.338
C21 -3.491 1.010 5.333  -0.202
H31 -5.067 0.050 4.716  -0.007
H32 -5.398 0.286 6.503  0.175
H33 -5.710 2.588 5.694  0.130
H34 -6.862 1.781 4.816  0.158
H35 -5.262 3.344 3.685  0.078
H36 -5.491 1.882 2.788  0.150
H37 -3.167 1.702 6.170  0.132
H38 -2.891 0.165 5.244  0.051
C22 4.255 -1.087 -3.909  -0.152
C23 3.901 0.141 -4.820  -0.199
C24 4.266 1.338 -4.081  -0.283
S4 5.643 1.076 -3.122  0.615
O9 5.630 1.721 -1.838  -0.308
O10 6.780 1.300 -3.936  -0.300
C25 5.343 -0.670 -2.935  -0.201
H39 4.671 -1.686 -4.622  0.086
H40 3.363 -1.263 -3.432  0.067
H41 2.939 -0.128 -5.045  0.071
H42 4.616 0.069 -5.623  0.124
H43 3.617 1.519 -3.256  0.077
H44 4.483 2.035 -4.833  0.110
H45 4.903 -0.599 -1.972  0.046
H46 6.342 -1.092 -2.655  0.135

Summary:
- HOMO-LUMO gap (eV) = 8.52
- energy (eV) = -94681.007
- relative energy (zero: lowest compared OMol25 entry of this formula, charge and spin) (eV) = 1.969
- HOMO level (eV) = -8.186
- charge = 0